*P*
Below is C60H105N15 as an isolated structure, with properties calculated with ωB97M-V/def2-TZVPD.

The value obtained for the gap between HOMO and LUMO is 8.39 eV. The calculation puts the molar mass at 1036.605 g mol⁻¹. For the lowest unoccupied orbital energy, the calculation gives -0.57 eV. The spin multiplicity is 1. The calculation puts the HOMO energy at -9.0 eV. Its net charge is 0.

Each line ends with the Löwdin charge.
CARTESIAN COORDINATES (ANGSTROEM)
C 3.40 3.42 -3.44  -0.10
C 4.19 3.53 -2.14  -0.17
C 4.27 2.16 -1.33  -0.08
C 2.93 1.57 -0.98  -0.15
N 1.93 1.10 -0.70  0.08
H 2.38 3.09 -3.28  0.04
H 3.96 2.86 -4.19  0.04
H 3.37 4.40 -3.91  0.11
H 3.72 4.30 -1.52  0.05
H 5.20 3.89 -2.35  0.13
H 4.87 2.26 -0.42  0.11
H 4.78 1.37 -1.89  0.08
C -3.27 1.37 4.48  -0.07
C -1.81 0.96 4.44  -0.19
C -0.94 1.75 3.49  -0.15
C -1.39 1.89 2.09  -0.13
N -1.76 1.96 1.00  0.12
H -3.39 2.41 4.78  0.09
H -3.75 0.70 5.19  0.09
H -3.77 1.11 3.54  0.03
H -1.77 -0.11 4.25  0.07
H -1.38 0.96 5.44  0.11
H 0.03 1.26 3.48  -0.01
H -0.77 2.81 3.69  0.11
C -3.28 1.19 -1.22  -0.16
C -3.75 2.35 -0.39  -0.25
C -3.47 3.64 -1.13  -0.16
C -4.31 3.73 -2.35  -0.19
N -4.97 3.75 -3.33  0.13
H -3.62 0.24 -0.81  0.05
H -2.20 1.28 -1.28  0.05
H -3.57 1.18 -2.27  0.02
H -3.25 2.30 0.58  0.04
H -4.82 2.21 -0.22  0.12
H -2.40 3.68 -1.34  0.08
H -3.64 4.51 -0.50  0.12
C 1.70 1.54 4.17  -0.17
C 1.73 1.08 5.62  -0.17
C 1.28 2.21 6.59  -0.16
C 2.27 3.30 6.70  -0.21
N 3.06 4.16 6.82  0.14
H 2.42 2.35 4.03  0.11
H 0.74 1.95 3.85  0.03
H 1.89 0.77 3.42  0.00
H 2.72 0.76 5.95  0.13
H 1.14 0.18 5.79  0.02
H 1.19 1.78 7.58  0.12
H 0.29 2.56 6.31  0.11
C 0.79 3.84 2.92  -0.06
C 0.83 2.80 1.78  -0.20
C 2.23 2.22 1.43  -0.19
C 3.08 3.28 0.82  -0.24
N 3.75 4.08 0.38  0.21
H 1.28 4.73 2.51  0.05
H 1.35 3.41 3.75  0.05
H -0.14 4.16 3.39  0.09
H 0.44 3.42 0.97  0.06
H 0.15 1.96 1.92  0.03
H 2.24 1.45 0.66  0.03
H 2.68 1.85 2.35  0.07
C 3.25 -2.18 2.07  -0.06
C 2.52 -1.58 0.85  -0.25
C 3.44 -0.63 0.16  -0.21
C 3.83 0.58 0.97  -0.14
N 4.15 1.50 1.60  0.19
H 4.18 -2.63 1.72  0.09
H 2.67 -2.93 2.60  0.06
H 3.49 -1.41 2.80  0.08
H 1.68 -0.96 1.16  0.08
H 2.19 -2.32 0.12  0.08
H 2.97 -0.23 -0.73  0.02
H 4.40 -1.11 -0.06  0.14
C -0.55 -0.74 -1.83  -0.16
C 0.32 -0.35 -0.66  -0.16
C -0.47 -0.36 0.68  -0.11
C 0.29 0.14 1.87  -0.12
N 0.89 0.51 2.78  -0.10
H 0.11 -0.58 -2.69  0.05
H -1.41 -0.09 -1.96  0.04
H -0.84 -1.79 -1.87  -0.01
H 0.75 0.63 -0.88  -0.03
H 1.20 -0.99 -0.64  0.08
H -0.78 -1.38 0.91  0.03
H -1.33 0.31 0.64  0.08
C -4.50 -2.86 -4.20  -0.08
C -3.09 -2.98 -3.73  -0.26
C -2.74 -2.01 -2.61  -0.18
C -2.76 -0.61 -2.96  -0.16
N -2.76 0.52 -3.24  0.18
H -4.72 -1.81 -4.43  0.08
H -5.25 -3.21 -3.49  0.08
H -4.68 -3.41 -5.13  0.08
H -2.32 -2.94 -4.49  0.11
H -2.99 -3.99 -3.34  0.06
H -1.77 -2.32 -2.23  0.05
H -3.41 -2.16 -1.76  0.14
C -0.37 2.67 -0.85  -0.10
C 0.40 3.56 -1.84  -0.16
C 1.56 4.22 -1.20  -0.21
C 1.34 5.09 -0.02  -0.18
N 1.17 5.78 0.89  0.19
H 0.23 1.95 -0.28  0.06
H -1.14 2.16 -1.42  0.06
H -0.82 3.24 -0.04  0.07
H -0.22 4.31 -2.33  0.13
H 0.82 2.99 -2.68  0.06
H 1.90 4.86 -2.01  0.13
H 2.33 3.50 -0.92  0.04
C 0.34 0.52 -4.46  -0.07
C 1.63 1.12 -3.90  -0.23
C 2.74 1.47 -4.89  -0.23
C 3.11 0.41 -5.83  -0.23
N 3.33 -0.43 -6.61  0.16
H -0.07 1.26 -5.14  0.10
H -0.46 0.32 -3.75  0.03
H 0.48 -0.39 -5.04  0.08
H 2.01 0.45 -3.13  0.06
H 1.41 2.02 -3.32  0.04
H 3.67 1.86 -4.46  0.00
H 2.34 2.28 -5.50  0.14
C -2.08 -5.28 -0.51  -0.10
C -2.45 -4.32 0.60  -0.18
C -1.72 -2.95 0.45  -0.19
C -0.27 -3.14 0.64  -0.17
N 0.87 -3.32 0.83  0.21
H -1.12 -5.75 -0.31  0.09
H -2.06 -4.90 -1.53  0.00
H -2.83 -6.05 -0.68  0.09
H -2.22 -4.82 1.54  0.12
H -3.54 -4.21 0.63  0.09
H -2.01 -2.28 1.26  0.04
H -1.84 -2.47 -0.52  0.05
C 1.91 -2.03 -4.04  -0.10
C 2.91 -2.26 -2.88  -0.16
C 3.39 -0.99 -2.23  -0.21
C 4.20 -0.06 -3.04  -0.13
N 4.82 0.66 -3.73  0.21
H 0.95 -1.61 -3.74  0.03
H 1.68 -2.94 -4.59  0.09
H 2.36 -1.34 -4.75  0.04
H 3.80 -2.79 -3.20  0.13
H 2.39 -2.86 -2.13  0.07
H 4.00 -1.17 -1.34  0.08
H 2.45 -0.48 -2.04  0.08
C -0.51 -2.56 5.47  -0.06
C 0.38 -1.30 5.31  -0.23
C 0.72 -1.11 3.86  -0.11
C -0.48 -1.19 2.97  -0.10
N -1.42 -1.32 2.27  0.11
H -0.70 -2.72 6.53  0.08
H -0.11 -3.50 5.08  0.08
H -1.45 -2.45 4.93  0.06
H 1.20 -1.39 6.02  0.13
H -0.19 -0.42 5.58  0.08
H 1.41 -1.87 3.48  0.12
H 1.23 -0.16 3.73  0.01
C 0.42 -3.14 -2.07  -0.16
C -0.14 -3.65 -3.41  -0.15
C -1.20 -4.79 -3.19  -0.22
C -1.70 -5.37 -4.45  -0.20
N -2.09 -5.79 -5.48  0.16
H -0.39 -2.92 -1.37  0.03
H 1.04 -2.25 -2.17  0.03
H 0.97 -3.91 -1.53  0.11
H 0.69 -4.04 -4.01  0.10
H -0.62 -2.90 -4.03  0.11
H -2.08 -4.43 -2.65  0.03
H -0.80 -5.63 -2.62  0.12
C -4.64 -2.29 2.48  -0.06
C -4.02 -0.90 2.69  -0.24
C -3.88 -0.11 1.38  -0.09
C -3.07 -0.70 0.29  -0.16
N -2.50 -1.16 -0.60  0.00
H -5.59 -2.15 1.96  0.09
H -4.79 -2.77 3.44  0.08
H -3.99 -2.94 1.90  0.03
H -3.04 -1.07 3.12  0.06
H -4.59 -0.31 3.41  0.09
H -3.33 0.78 1.66  0.08
H -4.84 0.08 0.89  0.15

*Q*
Below is a 15-piece molecular cluster, C60H105N15 overall, with properties calculated with ωB97M-V/def2-TZVPD.

The value obtained for the gap between HOMO and LUMO is 10.90 eV. The calculation puts the molar mass at 1036.605 g mol⁻¹. For the lowest unoccupied orbital energy, the calculation gives -0.28 eV. The spin multiplicity is 1. The calculation puts the HOMO energy at -11.2 eV. Its net charge is 0.

Each line ends with the Löwdin charge.
CARTESIAN COORDINATES (ANGSTROEM)
C -0.57 -13.23 11.01  -0.09
C 0.69 -13.78 10.17  -0.19
C 0.89 -15.39 10.20  -0.14
C -0.44 -16.06 10.36  -0.19
N -1.51 -16.60 10.39  0.15
H -0.30 -13.22 12.07  0.06
H -1.47 -13.84 10.91  0.05
H -0.80 -12.18 10.82  0.06
H 1.65 -13.27 10.23  0.09
H 0.57 -13.56 9.11  0.08
H 1.55 -15.67 11.02  0.09
H 1.38 -15.70 9.27  0.10
C 1.67 -14.76 4.73  -0.09
C 1.61 -13.18 4.56  -0.27
C 1.61 -12.69 3.15  -0.20
C 1.27 -11.25 3.28  -0.21
N 0.94 -10.14 3.43  0.16
H 1.62 -14.99 5.80  0.05
H 2.64 -15.08 4.35  0.07
H 0.85 -15.29 4.26  0.06
H 2.43 -12.72 5.10  0.11
H 0.78 -12.70 5.09  0.10
H 0.92 -13.26 2.53  0.12
H 2.58 -12.70 2.64  0.12
C -6.91 -5.95 9.97  -0.10
C -5.53 -6.60 9.92  -0.24
C -5.11 -7.27 8.58  -0.18
C -3.79 -7.93 8.63  -0.19
N -2.72 -8.41 8.70  0.16
H -7.15 -5.48 9.01  0.07
H -7.11 -5.18 10.71  0.08
H -7.68 -6.70 10.16  0.07
H -5.45 -7.41 10.64  0.10
H -4.76 -5.90 10.24  0.10
H -5.02 -6.65 7.69  0.12
H -5.83 -8.03 8.31  0.12
C 3.94 -14.49 13.59  -0.10
C 4.29 -15.90 14.01  -0.25
C 5.72 -15.98 14.58  -0.19
C 6.55 -17.10 14.19  -0.26
N 7.19 -17.96 13.84  0.14
H 2.95 -14.42 13.13  0.05
H 4.67 -14.00 12.94  0.08
H 3.88 -13.90 14.50  0.07
H 4.21 -16.64 13.21  0.08
H 3.63 -16.36 14.76  0.11
H 5.69 -15.95 15.67  0.12
H 6.42 -15.20 14.27  0.12
C 1.55 -18.57 4.11  -0.09
C 2.40 -19.10 5.31  -0.25
C 1.84 -20.22 6.26  -0.15
C 2.92 -20.51 7.32  -0.20
N 3.75 -20.75 8.05  0.14
H 0.56 -18.48 4.56  0.05
H 1.55 -19.27 3.28  0.06
H 1.83 -17.67 3.55  0.06
H 2.72 -18.35 6.03  0.09
H 3.33 -19.48 4.89  0.10
H 1.66 -21.11 5.67  0.11
H 0.90 -19.88 6.69  0.10
C -0.57 -6.67 12.42  -0.09
C -1.43 -6.51 11.13  -0.27
C -1.19 -5.25 10.29  -0.18
C -1.70 -4.00 11.02  -0.21
N -2.18 -3.09 11.49  0.13
H -0.57 -5.72 12.96  0.07
H 0.46 -7.04 12.39  0.07
H -1.10 -7.43 12.99  0.05
H -2.47 -6.42 11.46  0.10
H -1.07 -7.39 10.58  0.08
H -1.67 -5.37 9.32  0.10
H -0.10 -5.17 10.24  0.09
C -2.40 -10.51 15.18  -0.07
C -2.95 -10.39 13.68  -0.22
C -4.21 -11.16 13.39  -0.21
C -5.44 -10.72 14.02  -0.22
N -6.43 -10.30 14.51  0.15
H -3.05 -9.94 15.84  0.07
H -1.40 -10.11 15.34  0.02
H -2.34 -11.52 15.58  0.06
H -2.23 -10.70 12.93  0.09
H -3.00 -9.31 13.53  0.10
H -4.14 -12.21 13.68  0.12
H -4.35 -11.19 12.31  0.12
C 6.25 -16.42 7.14  -0.11
C 7.25 -17.35 7.79  -0.28
C 6.60 -18.35 8.68  -0.19
C 5.78 -17.69 9.76  -0.21
N 5.10 -17.20 10.51  0.15
H 5.49 -17.00 6.62  0.07
H 6.63 -15.93 6.24  0.07
H 5.74 -15.69 7.78  0.07
H 8.09 -16.92 8.33  0.12
H 7.71 -17.88 6.96  0.11
H 7.36 -18.87 9.27  0.12
H 6.02 -19.08 8.12  0.10
C 1.08 -9.95 16.11  -0.11
C 2.04 -9.21 15.17  -0.25
C 2.86 -8.14 15.87  -0.20
C 3.69 -8.68 16.95  -0.24
N 4.42 -9.08 17.72  0.15
H 1.62 -10.30 16.99  0.07
H 0.53 -10.75 15.61  0.06
H 0.26 -9.36 16.53  0.07
H 1.48 -8.82 14.32  0.10
H 2.74 -9.94 14.77  0.11
H 2.21 -7.38 16.29  0.12
H 3.49 -7.62 15.15  0.12
C -8.69 -15.14 13.78  -0.11
C -8.23 -13.70 13.85  -0.25
C -7.99 -12.98 12.50  -0.18
C -7.11 -13.73 11.61  -0.22
N -6.35 -14.34 10.98  0.16
H -9.52 -15.12 13.08  0.07
H -9.17 -15.54 14.67  0.08
H -7.97 -15.85 13.36  0.07
H -7.27 -13.80 14.35  0.10
H -8.92 -13.08 14.43  0.11
H -7.50 -12.03 12.73  0.08
H -8.87 -12.88 11.86  0.12
C -4.26 -14.74 5.84  -0.10
C -4.41 -15.74 7.08  -0.21
C -3.11 -15.87 7.93  -0.20
C -1.83 -16.19 7.27  -0.23
N -0.82 -16.40 6.78  0.16
H -3.44 -15.00 5.17  0.06
H -4.08 -13.71 6.15  0.07
H -5.15 -14.89 5.22  0.06
H -4.77 -16.65 6.60  0.08
H -5.24 -15.32 7.65  0.09
H -3.41 -16.63 8.66  0.06
H -3.02 -14.98 8.55  0.11
C 2.25 -8.28 6.12  -0.12
C 0.80 -8.48 6.54  -0.24
C 0.26 -7.48 7.58  -0.20
C 1.18 -6.46 8.06  -0.24
N 1.94 -5.60 8.36  0.14
H 2.48 -7.23 6.01  0.07
H 2.47 -8.80 5.18  0.04
H 2.98 -8.79 6.75  0.07
H 0.62 -9.53 6.79  0.10
H 0.16 -8.28 5.68  0.09
H -0.05 -7.97 8.50  0.08
H -0.64 -7.03 7.15  0.11
C -5.89 -17.38 10.13  -0.15
C -7.11 -18.19 10.35  -0.28
C -7.63 -18.64 9.03  -0.21
C -8.70 -19.61 9.12  -0.23
N -9.52 -20.42 9.31  0.14
H -5.28 -18.04 9.53  0.06
H -5.26 -17.15 10.99  0.08
H -6.15 -16.44 9.64  0.04
H -7.85 -17.54 10.82  0.11
H -6.88 -19.01 11.03  0.13
H -6.91 -19.16 8.39  0.12
H -8.05 -17.84 8.42  0.13
C -2.97 -19.61 7.24  -0.11
C -3.79 -19.71 6.00  -0.26
C -3.17 -20.70 5.01  -0.19
C -3.21 -22.04 5.60  -0.22
N -3.27 -23.09 6.16  0.14
H -2.03 -19.16 6.91  0.06
H -2.62 -20.50 7.76  0.08
H -3.50 -19.05 8.01  0.06
H -3.97 -18.70 5.61  0.10
H -4.78 -20.11 6.24  0.11
H -2.11 -20.48 4.87  0.11
H -3.59 -20.65 4.00  0.12
C -3.09 -18.20 15.20  -0.12
C -1.64 -17.94 15.13  -0.28
C -1.32 -16.48 14.76  -0.19
C -1.59 -15.48 15.77  -0.21
N -1.86 -14.67 16.62  0.13
H -3.63 -17.70 16.00  0.08
H -3.25 -19.28 15.28  0.08
H -3.45 -17.88 14.23  0.08
H -1.11 -18.77 14.65  0.12
H -1.23 -18.11 16.13  0.11
H -1.56 -16.11 13.76  0.11
H -0.23 -16.53 14.74  0.11

The structure with the greatest stability is *Q*.

*P*
Below is one molecule with the formula C2H2S2, with properties calculated with ωB97M-V/def2-TZVPD.

The value obtained for the gap between HOMO and LUMO (alpha / beta) is 7.30 / 7.30 eV. The calculation puts the molar mass at 90.172 g mol⁻¹. For the lowest unoccupied orbital energy (alpha / beta), the calculation gives -1.40 / -1.39 eV. The spin multiplicity is 1. As for the structure (SMILES): S=C1CS1. The calculation puts the HOMO energy (alpha / beta) at -8.7 / -8.7 eV. Its net charge is 0.

Each line ends with the natural charge from an NBO analysis.
CARTESIAN COORDINATES (ANGSTROEM)
S 2.50 -0.93 0.07  -0.17
C 0.77 0.13 0.22  -0.13
C -0.72 -0.11 -0.04  -0.48
S 0.01 1.66 0.08  0.31
H -1.18 -0.42 -1.05  0.25
H -1.38 -0.33 0.72  0.22

*Q*
Below is a 2-piece molecular cluster, C2H2S2 overall, with properties calculated with ωB97M-V/def2-TZVPD.

The value obtained for the gap between HOMO and LUMO is 7.28 eV. The calculation puts the molar mass at 90.172 g mol⁻¹. For the lowest unoccupied orbital energy, the calculation gives -0.58 eV. The spin multiplicity is 1. The calculation puts the HOMO energy at -7.9 eV. Its net charge is 0.

Each line ends with the natural charge from an NBO analysis.
CARTESIAN COORDINATES (ANGSTROEM)
C 0.13 -1.15 0.41  -0.42
C -0.50 0.90 -0.74  -0.37
S 0.51 -0.57 1.81  0.19
S -0.12 1.94 0.35  0.22
H 0.50 -2.06 -0.07  0.20
H -0.51 0.95 -1.75  0.18

*R*
Below is one molecule with the formula C2H2S2, with properties calculated with ωB97M-V/def2-TZVPD.

The value obtained for the gap between HOMO and LUMO is 7.31 eV. The calculation puts the molar mass at 90.172 g mol⁻¹. For the lowest unoccupied orbital energy, the calculation gives -0.64 eV. The spin multiplicity is 1. As for the structure (SMILES): C#S#S#C. The calculation puts the HOMO energy at -8.0 eV. Its net charge is 0.

Each line ends with the natural charge from an NBO analysis.
CARTESIAN COORDINATES (ANGSTROEM)
C -0.37 -1.01 -0.28  -0.45
S 1.27 -1.05 0.10  0.27
S 1.30 1.03 -0.11  0.26
C -0.34 1.03 0.30  -0.45
H -0.94 -1.86 0.08  0.18
H -0.92 1.86 -0.09  0.19

*S*
Below is one molecule with the formula C2H2S2, with properties calculated with ωB97M-V/def2-TZVPD.

The value obtained for the gap between HOMO and LUMO (alpha / beta) is 7.92 / 7.92 eV. The calculation puts the molar mass at 90.172 g mol⁻¹. For the lowest unoccupied orbital energy (alpha / beta), the calculation gives -0.16 / -0.16 eV. The spin multiplicity is 1. As for the structure (SMILES): SC#CS. The calculation puts the HOMO energy (alpha / beta) at -8.1 / -8.1 eV. Its net charge is 0.

Each line ends with the natural charge from an NBO analysis.
CARTESIAN COORDINATES (ANGSTROEM)
S -2.41 -0.44 0.04  0.27
C -0.81 -0.34 -0.14  -0.34
C 0.82 0.10 -0.04  -0.36
S 2.41 -0.23 0.08  0.25
H -2.79 0.37 1.07  0.07
H 2.78 0.54 -1.00  0.11

The structure with the greatest stability is *P*.